{"formula": "C50H47AsN10O2PbS4Se", "method": "ωB97M-V/def2-TZVPD", "multiplicity": 1, "total_charge": 0, "orbital_gap_ev": 6.35, "relative_energy_kcal_mol": 10.90, "symbols": ["Pb", "N", "C", "S", "N", "N", "C", "C", "C", "C", "C", "C", "C", "C", "C", "C", "C", "C", "N", "H", "H", "H", "H", "H", "H", "H", "H", "H", "H", "H", "Se", "N", "C", "C", "C", "C", "C", "N", "C", "C", "N", "C", "C", "C", "C", "C", "N", "H", "H", "H", "H", "H", "H", "O", "C", "C", "C", "C", "C", "S", "C", "C", "C", "C", "S", "C", "C", "C", "C", "S", "H", "H", "H", "H", "H", "H", "H", "H", "H", "N", "C", "O", "C", "C", "C", "N", "C", "C", "H", "H", "H", "H", "H", "H", "C", "C", "As", "C", "C", "C", "C", "H", "H", "H", "H", "H", "H", "H", "H", "H", "H", "H", "H", "H", "H", "H"], "coordinates": [[0.702518, 0.379654, 0.039411], [4.127968, -1.979727, -2.286003], [3.376656, -1.364324, -1.329677], [2.788278, 0.215145, -1.735368], [3.248951, -2.022663, -0.201649], [2.475284, -1.430609, 0.730321], [2.644333, -1.740047, 1.966176], [3.691494, -2.683058, 2.437815], [4.695601, -2.205905, 3.278614], [5.759750, -3.017623, 3.636850], [5.821375, -4.324763, 3.176501], [4.818796, -4.811003, 2.349915], [3.765247, -3.993022, 1.974529], [1.894743, -0.953759, 2.962201], [1.655134, -1.447286, 4.246084], [1.052725, -0.627527, 5.183480], [0.748179, 0.682131, 4.837177], [0.994721, 1.085607, 3.535161], [1.518511, 0.285839, 2.614718], [4.506493, -1.388742, -3.004053], [4.672192, -2.776990, -1.996643], [4.650122, -1.181369, 3.628425], [6.545223, -2.624857, 4.269556], [6.655529, -4.956381, 3.453032], [4.866112, -5.831018, 1.990411], [2.992025, -4.372727, 1.319763], [1.938511, -2.462510, 4.488512], [0.841089, -0.996962, 6.178659], [0.338354, 1.372459, 5.561325], [0.768073, 2.093973, 3.210622], [-5.543629, -2.631655, 5.293031], [-4.905098, -1.037873, 4.892402], [-3.945913, -1.197757, 4.014406], [-3.186675, -0.113002, 3.430588], [-3.413576, 1.222271, 3.770745], [-2.682108, 2.208603, 3.152320], [-1.736098, 1.831725, 2.200755], [-1.498667, 0.571993, 1.876585], [-2.191147, -0.407015, 2.478716], [-1.876398, -1.805389, 2.137594], [-0.845522, -2.033637, 1.321892], [-0.526042, -3.277116, 1.018305], [-1.244795, -4.383732, 1.467329], [-2.305355, -4.169776, 2.317770], [-2.624845, -2.862215, 2.689046], [-3.679630, -2.561524, 3.631521], [-4.429057, -3.465885, 4.211769], [-4.161258, 1.452760, 4.518121], [-2.838087, 3.252724, 3.386274], [-1.132456, 2.557541, 1.663509], [0.349548, -3.398255, 0.388825], [-0.968315, -5.383209, 1.160365], [-2.887460, -4.988724, 2.718836], [0.397566, 2.600563, 0.006680], [0.671044, 3.944914, -0.205183], [1.849845, 4.187518, -1.141664], [2.955454, 4.966562, -0.978886], [3.868442, 4.883768, -2.067210], [3.427982, 4.060194, -3.049927], [1.902546, 3.378238, -2.665530], [-0.573575, 4.600615, -0.811921], [-1.861644, 4.174615, -0.695320], [-2.784330, 4.941149, -1.456897], [-2.178492, 5.945677, -2.141248], [-0.482533, 5.970144, -1.861159], [0.950539, 4.533928, 1.178242], [0.098499, 5.195126, 2.009798], [0.593681, 5.323165, 3.338623], [1.811989, 4.744281, 3.494288], [2.373224, 4.037416, 2.030466], [3.124074, 5.595489, -0.119108], [4.814247, 5.404688, -2.096567], [3.905361, 3.803414, -3.981247], [-2.141644, 3.322570, -0.097185], [-3.845569, 4.738299, -1.493636], [-2.617939, 6.671292, -2.806208], [-0.855061, 5.585746, 1.682916], [0.056441, 5.814310, 4.137420], [2.430262, 4.694634, 4.376205], [-4.254975, 1.666484, -5.743054], [-4.580185, 1.994810, -4.464659], [-5.662428, 2.449529, -4.156109], [-3.497694, 1.708817, -3.463937], [-3.843793, 1.241211, -2.203433], [-2.832910, 0.868101, -1.333482], [-1.543890, 0.927684, -1.650439], [-1.212113, 1.461764, -2.819550], [-2.148294, 1.869693, -3.756357], [-4.937192, 1.810558, -6.467124], [-3.381374, 1.232027, -5.974622], [-4.886834, 1.153881, -1.930798], [-3.061861, 0.479903, -0.346943], [-0.151308, 1.561878, -3.010536], [-1.822407, 2.302090, -4.693459], [1.649794, -4.557357, -2.480113], [0.216794, -4.078714, -2.699419], [-0.007407, -2.116191, -2.441455], [0.861089, -1.491728, -4.108320], [0.312759, -2.029886, -5.424661], [-1.885923, -2.124979, -3.074125], [-2.845602, -2.481393, -1.939870], [1.705136, -5.647872, -2.478523], [2.046469, -4.185781, -1.531654], [2.303386, -4.182567, -3.268769], [-0.452992, -4.565299, -1.984102], [-0.126565, -4.361803, -3.696648], [1.918195, -1.739751, -4.010366], [0.804173, -0.403148, -4.091705], [0.378256, -3.118447, -5.465889], [0.884486, -1.633525, -6.266393], [-0.729359, -1.739007, -5.566296], [-1.999404, -2.842173, -3.889707], [-2.125528, -1.134894, -3.467382], [-2.671642, -3.498453, -1.580603], [-3.886342, -2.413786, -2.263279], [-2.704335, -1.802791, -1.098555]], "atomic_forces_ev_per_a": [[-0.51, -0.17, -0.01], [-0.04, -0.15, -0.08], [-0.10, 0.34, 0.32], [0.50, 0.09, -0.27], [0.32, -0.70, -0.19], [0.09, 0.41, 0.24], [0.20, -0.18, -0.44], [0.13, -0.09, -0.05], [-0.11, 0.01, -0.06], [0.02, -0.02, 0.06], [0.04, 0.06, 0.00], [-0.01, -0.05, 0.03], [-0.10, -0.05, 0.08], [-0.21, 0.27, 0.37], [-0.03, -0.09, -0.15], [0.01, 0.10, -0.04], [0.04, -0.12, 0.07], [-0.14, -0.01, 0.08], [0.38, -0.05, 0.02], [0.00, 0.00, -0.03], [-0.01, 0.02, 0.05], [0.02, 0.01, 0.01], [0.00, -0.01, 0.02], [-0.01, -0.02, 0.01], [-0.02, 0.00, -0.02], [0.02, 0.04, -0.06], [0.03, 0.00, 0.02], [0.03, -0.01, 0.01], [-0.04, 0.03, -0.04], [-0.04, 0.00, -0.01], [-0.24, -0.10, 0.22], [0.18, 0.60, -0.11], [-0.31, -0.33, 0.26], [0.39, 0.21, -0.33], [-0.03, -0.06, 0.03], [-0.03, 0.00, 0.02], [-0.08, 0.03, -0.08], [-0.26, -0.35, 0.14], [-0.29, 0.54, 0.33], [-0.11, -0.45, 0.11], [0.15, 0.26, 0.01], [0.00, -0.08, -0.05], [-0.01, -0.02, 0.03], [-0.01, 0.08, 0.05], [0.35, 0.01, -0.36], [-0.40, 0.02, 0.36], [0.36, -0.35, -0.39], [-0.04, -0.01, -0.02], [0.04, 0.01, -0.01], [0.03, 0.06, 0.03], [-0.01, 0.00, -0.08], [0.05, 0.01, 0.01], [-0.01, 0.00, 0.01], [0.18, 0.53, -0.27], [-0.19, -0.01, 0.26], [0.03, -0.21, 0.03], [-0.02, 0.04, -0.02], [0.04, 0.05, -0.03], [-0.19, -0.11, -0.11], [0.14, 0.05, 0.19], [0.09, 0.11, -0.18], [0.01, -0.01, 0.05], [-0.07, 0.00, 0.05], [0.26, 0.16, -0.03], [-0.22, -0.16, 0.08], [0.09, -0.17, 0.02], [0.00, 0.13, -0.10], [-0.04, -0.03, 0.09], [0.19, -0.17, -0.11], [-0.20, 0.20, 0.11], [-0.02, -0.04, 0.06], [-0.01, 0.03, -0.04], [0.05, 0.02, 0.01], [0.05, -0.08, -0.03], [-0.01, 0.02, -0.04], [-0.06, 0.00, 0.03], [-0.02, -0.03, -0.04], [0.03, 0.05, 0.00], [-0.04, 0.06, 0.05], [0.01, 0.08, -0.06], [-0.04, 0.02, -0.12], [0.06, -0.04, 0.11], [0.17, -0.01, 0.15], [-0.11, 0.04, -0.08], [-0.05, -0.10, -0.09], [-0.10, 0.08, 0.05], [-0.02, 0.05, -0.01], [-0.07, -0.08, -0.06], [-0.03, 0.02, 0.03], [-0.01, -0.03, 0.02], [0.00, -0.01, 0.02], [-0.03, -0.02, 0.00], [0.05, -0.01, -0.07], [0.03, 0.00, 0.00], [-0.10, 0.14, 0.03], [0.18, 0.03, 0.12], [-0.22, -0.43, -0.52], [-0.06, -0.10, -0.08], [-0.01, 0.01, 0.16], [-0.12, 0.01, 0.17], [0.11, 0.01, -0.04], [0.04, 0.00, -0.02], [0.05, -0.04, 0.00], [0.06, -0.01, 0.02], [-0.04, 0.08, 0.00], [-0.08, 0.08, 0.02], [0.04, 0.05, 0.10], [0.04, 0.03, 0.07], [-0.06, 0.00, -0.06], [0.00, -0.01, -0.01], [-0.01, -0.07, -0.05], [0.10, 0.05, -0.04], [0.04, 0.04, -0.01], [-0.02, 0.00, 0.02], [-0.01, -0.01, 0.02], [-0.04, -0.03, 0.09]]}